No. 1
# C3H7N3S

C3H7N3S in the gas phase in a non-equilibrium geometry (wB97M-V/def2-TZVPD, the Open Molecules 2025 dataset).

Last column: Löwdin charge in e.
Cartesian coordinates (Å):
C 0.621 1.328 -0.902  -0.20
C -0.309 -0.243 0.646  -0.49
C -1.461 -1.141 0.352  -0.04
N -0.454 1.911 -0.003  0.03
N -0.962 1.094 0.748  0.02
N 0.743 -0.036 -0.350  -0.45
S 2.332 -0.497 0.270  0.78
H 0.383 1.289 -1.956  0.11
H 1.416 1.899 -0.685  0.05
H 0.281 -0.408 1.672  0.14
H -1.574 -1.006 -0.727  0.10
H -2.198 -0.645 0.896  0.05
H -1.249 -2.093 0.671  0.05
H 2.430 -1.449 -0.633  -0.16

## Properties
Highest occupied orbital energy in eV: -9.12
SMILES: C[C@@H]1N=NCN1S
Total charge: 0
Multiplicity: 1
LUMO in eV: 0.7326
Maximum force in hartree/bohr: 0.090
Energy relative to the best compared isomer or geometry (same formula, charge and spin) in kcal per mole: 74.5

=====

No. 2
# C3H7N3S2

C3H7N3S2 in the gas phase in a non-equilibrium geometry (wB97M-V/def2-TZVPD, the Open Molecules 2025 dataset).

Last column: Löwdin charge in e.
Cartesian coordinates (Å):
C -2.235 -0.165 0.878  -0.38
C 0.106 0.353 -0.512  -0.63
C 1.064 -0.750 -0.357  -0.84
H -1.702 -0.926 1.402  0.02
H -2.122 0.787 1.398  0.04
H -3.292 -0.411 0.826  0.03
H 1.558 3.158 -0.253  0.10
H 2.325 1.606 -0.082  -0.03
H 1.205 -2.788 -0.475  0.12
H -0.384 -2.080 -0.834  0.04
N 0.341 1.632 -0.444  -0.04
N 1.508 2.166 -0.218  0.04
N 0.558 -1.980 -0.527  0.04
S -1.618 -0.023 -0.829  0.85
S 2.687 -0.580 0.025  0.64

## Properties
Highest occupied orbital energy in eV: -8.54
SMILES: CS/C(=N/N)C(N)=S
Total charge: 0
Multiplicity: 1
LUMO in eV: 0.0796
Maximum force in hartree/bohr: 0.031
Energy relative to the best compared isomer or geometry (same formula, charge and spin) in kcal per mole: 26.2

=====

No. 3
# C3H7N3S2

C3H7N3S2 in the gas phase in a non-equilibrium geometry (wB97M-V/def2-TZVPD, the Open Molecules 2025 dataset).

Last column: Löwdin charge in e.
Cartesian coordinates (Å):
C -1.186 -0.928 1.786  -0.13
C 1.119 -0.866 0.623  -0.69
C -0.684 0.474 -0.253  -0.82
H -2.178 -1.466 1.199  0.09
H -1.866 -0.022 2.061  0.10
H -0.873 -1.804 2.512  0.12
H 1.482 -1.290 1.695  0.12
H -0.507 2.495 -0.952  0.20
H 1.672 1.736 -0.032  0.05
H 1.050 3.278 0.617  0.17
N -0.222 -0.412 0.814  -0.30
N -0.350 1.811 -0.057  -0.10
N 0.880 2.094 0.631  -0.05
S 2.069 -0.828 -0.721  0.61
S -1.846 -0.389 -1.139  0.63

## Properties
Highest occupied orbital energy in eV: -8.40
SMILES: CN(C=S)C(=S)NN
Total charge: 0
Multiplicity: 1
LUMO in eV: -0.1068
Maximum force in hartree/bohr: 0.089
Energy relative to the best compared isomer or geometry (same formula, charge and spin) in kcal per mole: 111.2

=====

No. 4
# C3H7N4

An isolated ion of composition C3H7N4 and charge +1 in a non-equilibrium geometry (wB97M-V/def2-TZVPD, the Open Molecules 2025 dataset).

Last column: Löwdin charge in e.
Cartesian coordinates (Å):
C 0.232 0.886 0.217  -0.06
C 1.641 0.946 0.186  -0.17
C -0.536 -0.254 0.060  -0.34
N 2.566 0.084 0.008  -0.09
N 3.547 -0.476 -0.144  0.27
N -0.239 -1.430 -0.570  0.10
N -2.002 0.106 0.183  0.24
H -0.303 1.867 0.497  0.15
H 2.040 1.969 0.470  0.16
H -0.725 -2.354 -0.394  0.14
H 0.688 -1.610 -0.977  0.12
H -2.488 -0.558 -0.514  0.21
H -1.970 1.063 -0.018  0.12
H -2.452 -0.237 0.996  0.15

## Properties
Highest occupied orbital energy in eV: -11.55
Total charge: +1
Multiplicity: 1
LUMO in eV: -3.8359
Maximum force in hartree/bohr: 0.110
Energy relative to the best compared isomer or geometry (same formula, charge and spin) in kcal per mole: 85.3

=====

No. 5
# C3H7N4

A 2-piece molecular cluster, C3H7N4 overall in a non-equilibrium geometry (wB97M-V/def2-TZVPD, the Open Molecules 2025 dataset).

Last column: Löwdin charge in e.
Cartesian coordinates (Å):
C 2.044 0.655 0.263  -0.06
C 0.928 1.470 0.876  -0.04
C 0.570 -0.960 -0.545  -0.17
N 1.741 -0.286 -0.447  0.10
N -0.120 0.860 0.807  0.05
N -0.375 -0.268 0.393  0.06
N -2.317 -0.401 -0.180  0.24
H 3.095 0.839 0.287  0.13
H 1.113 2.557 1.061  0.15
H 0.142 -0.953 -1.524  0.12
H 0.725 -2.096 -0.211  0.20
H -2.582 0.259 -0.805  0.06
H -2.821 -0.414 0.639  0.08
H -2.144 -1.262 -0.614  0.08

## Properties
Highest occupied orbital energy (alpha / beta) in eV: -14.02 / -14.02
Total charge: +1
Multiplicity: 1
LUMO (alpha / beta) in eV: -5.9798 / -5.9806
Maximum force in hartree/bohr: 0.115
Energy relative to the best compared isomer or geometry (same formula, charge and spin) in kcal per mole: 130.4

=====

No. 6
# C3H7N4

An isolated ion of composition C3H7N4 and charge +1 in a non-equilibrium geometry (wB97M-V/def2-TZVPD, the Open Molecules 2025 dataset).

Last column: Löwdin charge in e.
Cartesian coordinates (Å):
C -0.736 -1.636 0.049  -0.07
C -1.501 0.720 0.017  -0.20
C 1.226 -0.391 0.487  -0.28
N 0.536 -1.402 0.090  0.13
N -1.710 -0.680 0.003  0.09
N -0.436 1.231 0.355  0.14
N 2.205 -0.003 -0.239  0.18
H -1.068 -2.635 -0.034  0.14
H -2.504 1.155 -0.132  0.15
H 1.143 0.081 1.503  0.17
H -2.683 -0.837 -0.208  0.15
H -0.317 2.192 0.154  0.09
H 3.084 0.581 0.043  0.21
H 2.115 -0.262 -1.143  0.08

## Properties
Highest occupied orbital energy in eV: -14.59
SMILES: [H]/N=C/N/C=N\C=[NH2+]
Total charge: +1
Multiplicity: 1
LUMO in eV: -4.2022
Maximum force in hartree/bohr: 0.107
Energy relative to the best compared isomer or geometry (same formula, charge and spin) in kcal per mole: 27.9

=====

No. 7
# C3H7N4

An isolated ion of composition C3H7N4 and charge +1 in a non-equilibrium geometry (wB97M-V/def2-TZVPD, the Open Molecules 2025 dataset).

Last column: Löwdin charge in e.
Cartesian coordinates (Å):
C -0.417 1.468 0.127  -0.07
C 1.350 -0.574 -0.046  -0.12
C -2.021 -0.408 -0.072  -0.06
N 1.766 0.601 -0.047  0.12
N 1.014 1.733 0.056  0.06
N -0.726 0.235 0.045  -0.03
N 1.721 -1.794 0.140  0.18
H -1.099 2.258 0.077  0.13
H -2.640 0.191 -0.770  0.09
H -1.771 -1.295 -0.680  0.09
H -2.439 -0.293 0.993  0.13
H 1.381 2.565 -0.321  0.14
H 2.357 -2.048 0.941  0.17
H 1.524 -2.639 -0.443  0.16

## Properties
Highest occupied orbital energy in eV: -14.14
SMILES: C/N=C/NN=C=[NH2+]
Total charge: +1
Multiplicity: 1
LUMO in eV: -4.3033
Maximum force in hartree/bohr: 0.083
Energy relative to the best compared isomer or geometry (same formula, charge and spin) in kcal per mole: 76.5

=====

No. 8
# C3H7N4

An isolated ion of composition C3H7N4 and charge +1 in a non-equilibrium geometry (wB97M-V/def2-TZVPD, the Open Molecules 2025 dataset).

Last column: Mulliken spin population.
Cartesian coordinates (Å):
C -1.865 0.432 0.021  0.83
C 0.926 -0.051 0.299  0.01
C -2.811 -0.422 0.222  0.53
N -1.096 1.341 -0.334  0.39
N 2.221 0.262 -0.121  0.00
N 0.202 1.311 0.132  0.07
N 0.257 -1.102 0.477  0.02
H -3.098 -0.434 1.199  0.08
H -3.260 -1.063 -0.480  0.07
H 2.613 1.127 -0.479  0.00
H 2.908 -0.496 -0.139  0.00
H 0.876 1.882 -0.522  -0.04
H 0.228 1.905 0.955  0.01
H 0.842 -1.941 0.288  0.01

## Properties
Highest occupied orbital energy (alpha / beta) in eV: -10.31 / -14.91
Total charge: +1
Multiplicity: 3
LUMO (alpha / beta) in eV: -3.6093 / -6.7271
Maximum force in hartree/bohr: 0.122
Energy relative to the best compared isomer or geometry (same formula, charge and spin) in kcal per mole: 76.5

=====

No. 9
# C3H7N4O

An isolated ion of composition C3H7N4O and charge +1 in a non-equilibrium geometry (wB97M-V/def2-TZVPD, the Open Molecules 2025 dataset).

Last column: Löwdin charge in e.
Cartesian coordinates (Å):
C 0.816 -1.736 0.957  -0.11
C -0.249 -0.996 0.661  0.07
C -0.680 1.188 -0.262  -0.43
N 0.348 0.968 -0.951  0.07
N -0.941 0.026 0.482  0.12
N 1.446 -2.608 0.187  0.14
N -1.658 2.143 -0.095  0.19
O 0.623 2.060 -1.879  -0.04
H 0.969 -1.925 1.980  0.14
H -1.967 -0.279 0.429  0.21
H 2.068 -3.250 0.677  0.13
H 1.681 -2.543 -0.773  0.12
H -1.621 3.082 -0.371  0.10
H -2.433 1.799 0.589  0.17
H 1.598 2.071 -1.630  0.13

## Properties
Highest occupied orbital energy in eV: -13.49
SMILES: NC=C=[NH+]/C(N)=N/O
Total charge: +1
Multiplicity: 1
LUMO in eV: -4.6866
Maximum force in hartree/bohr: 0.096
Energy relative to the best compared isomer or geometry (same formula, charge and spin) in kcal per mole: 106.8

=====

No. 10
# C3H7N4O

An isolated ion of composition C3H7N4O and charge +1 in a non-equilibrium geometry (wB97M-V/def2-TZVPD, the Open Molecules 2025 dataset).

Last column: Löwdin charge in e.
Cartesian coordinates (Å):
C -1.278 -1.396 2.050  -0.33
C -0.057 0.287 0.745  -0.11
C 0.142 0.412 -1.722  -0.02
N 0.755 2.303 -2.970  0.19
N 0.657 1.306 -2.330  -0.07
N -0.140 -0.659 1.762  0.03
N 0.470 -0.367 -0.585  0.09
O -1.312 -2.245 2.879  0.12
H -1.045 0.686 0.487  0.15
H 0.630 1.106 0.969  0.15
H -2.127 -1.093 1.414  0.15
H 1.161 2.310 -3.898  0.12
H 0.651 -0.826 2.373  0.16
H 1.485 -0.539 -0.498  0.19
H 0.008 -1.285 -0.676  0.18

## Properties
Highest occupied orbital energy in eV: -14.13
Total charge: +1
Multiplicity: 1
LUMO in eV: -4.5695
Maximum force in hartree/bohr: 0.039
Energy relative to the best compared isomer or geometry (same formula, charge and spin) in kcal per mole: 103.3

=====

No. 11
# C3H7N4S

An isolated ion of composition C3H7N4S and charge +1 in a non-equilibrium geometry (wB97M-V/def2-TZVPD, the Open Molecules 2025 dataset).

Last column: Löwdin charge in e.
Cartesian coordinates (Å):
C 0.678 0.935 0.565  -0.42
C -1.456 -1.181 -0.059  -0.22
C -1.602 1.222 -0.050  -0.18
N -0.396 1.570 0.541  0.01
N 2.961 -0.344 -0.058  -0.28
N -1.704 -0.106 -0.754  0.08
N -1.470 -1.955 0.834  0.34
S 1.250 -0.515 -0.323  0.86
H 1.499 1.282 1.192  0.09
H -2.445 1.207 0.617  0.14
H -1.701 1.940 -0.922  0.17
H 3.342 -1.246 -0.230  0.02
H -1.526 -0.374 -1.793  0.22
H -0.819 -2.598 1.249  0.14
H 3.391 0.163 -0.808  0.03

## Properties
Highest occupied orbital energy in eV: -13.12
SMILES: [NH+]#CNC/N=C\SN
Total charge: +1
Multiplicity: 1
LUMO in eV: -4.6465
Maximum force in hartree/bohr: 0.090
Energy relative to the best compared isomer or geometry (same formula, charge and spin) in kcal per mole: 47.7

=====

No. 12
# C3H7N5

C3H7N5 as an isolated structure in a non-equilibrium geometry (wB97M-V/def2-TZVPD, the Open Molecules 2025 dataset).

Last column: Löwdin charge in e.
Cartesian coordinates (Å):
C -1.352 -0.060 0.556  -0.51
C -0.356 -0.526 -0.464  -0.12
C 1.206 -0.202 -0.185  -0.48
H -2.189 1.012 -0.792  0.17
H -3.056 -0.382 -0.478  0.14
H -1.293 -1.010 1.631  0.21
H -0.613 0.466 1.119  0.06
H -0.318 -1.844 -0.352  0.19
H -0.626 -0.097 -1.333  0.04
H 1.169 1.886 -0.238  0.17
N -2.541 0.386 0.168  -0.03
N 2.077 -1.044 0.006  0.06
N 3.262 -0.396 0.291  0.01
N 3.002 0.820 0.120  -0.01
N 1.628 0.991 -0.049  0.09

## Properties
Highest occupied orbital energy in eV: -10.15
Total charge: 0
Multiplicity: 1
LUMO in eV: 0.3269
Maximum force in hartree/bohr: 0.190
Energy relative to the best compared isomer or geometry (same formula, charge and spin) in kcal per mole: 138.3

=====

> energy relative to the best compared isomer or geometry (same formula, charge and spin) of number 9 (C3H7N4O)?

106.8 kcal per mole